# 1
The following is a quantum chemistry calculation of a structure of composition C22H48N6O8SSi2, from the Open Molecules 2025 dataset.

Geometry as XYZ:
```
87
Properties=species:S:1:pos:R:3:mulliken_charge:R:1
C -4.91 0.74 2.57 -1.091
C -4.28 -0.65 2.55 -0.289
O -3.39 -0.79 3.64 -0.408
C -2.21 -1.52 3.37 -0.489
C -1.01 -1.01 4.18 -0.726
C -1.14 0.40 4.74 -0.363
C 0.19 1.19 4.72 -0.883
C 0.19 2.47 3.84 -0.918
Si 0.69 2.14 2.10 0.765
N 2.33 1.47 2.11 -0.385
C 2.48 0.35 1.69 0.529
S 2.73 -1.07 1.08 -0.374
O -0.27 0.90 1.44 -0.138
N -1.65 1.05 1.55 0.370
O -2.00 2.17 1.51 -0.374
O 0.76 3.50 1.17 -0.310
Si 1.48 3.50 -0.33 0.205
C 1.26 5.22 -1.03 -0.581
C 2.25 6.14 -0.35 -0.296
N 3.46 6.28 -0.68 -0.711
N 0.85 2.18 -1.31 0.723
C 1.51 2.05 -2.58 0.315
C 2.35 0.83 -2.73 -1.087
O 1.42 2.89 -3.44 -0.572
C -0.60 2.08 -1.45 0.741
C -1.44 3.31 -1.59 -1.379
O -1.09 0.99 -1.48 -0.551
H -5.09 1.10 1.56 0.299
H -4.21 1.43 3.04 0.231
H -5.83 0.76 3.15 0.341
H -5.06 -1.41 2.61 0.435
H -3.77 -0.78 1.59 0.281
H -1.95 -1.51 2.31 0.193
H -2.40 -2.57 3.61 0.382
H -0.14 -1.03 3.53 0.170
H -0.81 -1.73 4.97 0.454
H -1.90 0.98 4.22 0.060
H -1.45 0.35 5.78 0.577
H 1.01 0.55 4.40 0.428
H 0.41 1.52 5.73 0.358
H -0.78 2.97 3.88 0.452
H 0.92 3.17 4.25 0.445
H 2.93 3.26 -0.16 -0.216
H 0.26 5.60 -0.82 0.348
H 1.40 5.21 -2.11 0.398
H 1.85 6.70 0.49 0.400
H 3.65 5.68 -1.49 0.299
H 2.51 0.59 -3.77 0.381
H 1.90 0.00 -2.19 0.290
H 3.31 1.01 -2.25 0.283
H -1.20 3.81 -2.53 0.344
H -1.35 3.99 -0.75 0.239
H -2.47 2.99 -1.64 0.476
C 0.71 -7.58 4.63 -1.443
C 0.16 -6.30 5.25 0.379
C -1.05 -5.72 4.51 -0.818
O -0.74 -5.04 3.31 -0.187
C -0.59 -5.86 2.17 -0.794
N 1.25 -5.33 5.38 -0.723
H 1.27 -7.37 3.72 0.285
H 1.39 -8.07 5.32 0.369
H -0.09 -8.28 4.39 0.344
H -0.18 -6.55 6.26 0.384
H -1.52 -4.98 5.16 0.335
H -1.81 -6.50 4.32 0.463
H -1.27 -6.71 2.19 0.349
H 0.44 -6.21 2.07 0.251
H -0.82 -5.24 1.30 0.233
H 0.91 -4.51 5.89 0.265
H 1.46 -4.97 4.45 0.323
C -0.47 0.97 -8.33 -1.527
C 0.40 1.63 -7.27 0.384
C 1.86 1.83 -7.70 -0.687
O 2.66 0.66 -7.65 -0.370
C 2.57 -0.17 -8.79 -0.689
N 0.29 0.87 -6.02 -0.649
H -0.27 -0.10 -8.41 0.276
H -1.52 1.08 -8.08 0.380
H -0.31 1.42 -9.31 0.363
H -0.01 2.63 -7.08 0.415
H 2.33 2.52 -6.99 0.321
H 1.92 2.30 -8.69 0.445
H 2.45 0.41 -9.71 0.315
H 1.75 -0.89 -8.71 0.247
H 3.50 -0.74 -8.86 0.253
H 0.80 1.37 -5.29 0.093
H 0.82 0.01 -6.15 0.341
```

Summary:
HOMO level (eV): -9.2
Lowest unoccupied orbital energy (eV): -0.35
Gap between HOMO and LUMO (eV): 8.861
Total energy (Eh): -2774.74682
Total charge: 0
Maximum force (Eh/bohr): 0.024


# 2
The following is a quantum chemistry calculation of a structure of composition ClCu3, from the Open Molecules 2025 dataset.

Geometry as XYZ:
```
4
Properties=species:S:1:pos:R:3:lowdin_spin:R:1
Cu 1.19 0.97 0.70 0.892
Cu -0.35 0.59 -1.97 0.941
Cu -0.69 -1.40 1.39 0.942
Cl -0.15 -0.17 -0.12 0.225
```

Summary:
HOMO level (spin up / spin down) (eV): -42.1 / -41.8
Spin multiplicity: 4
Lowest unoccupied orbital energy (spin up / spin down) (eV): -27.97 / -32.73
Gap between HOMO and LUMO (spin up / spin down) (eV): 14.098 / 9.093
Total energy (Eh): -5377.96374
Energy above the lowest of the compared OMol25 structures with the same formula, charge and spin (kcal per mole): 171.80
Total charge: +5
Maximum force (Eh/bohr): 0.181


# 3
The following is a quantum chemistry calculation of an isolated molecule of C25H28N4O3S, from the Open Molecules 2025 dataset.

Geometry as XYZ:
```
61
Properties=species:S:1:pos:R:3:nbo_charge:R:1
C 0.61 -2.59 -1.55 -0.262
O -0.10 -2.00 -0.48 -0.517
C -1.45 -2.20 -0.39 0.255
C -2.16 -2.98 -1.30 -0.282
C -3.52 -3.19 -1.15 -0.216
C -4.20 -2.63 -0.09 -0.236
C -3.50 -1.83 0.81 -0.228
C -2.14 -1.60 0.68 0.191
N -1.54 -0.75 1.63 -0.482
C -1.50 -1.18 3.01 -0.217
C -1.43 0.04 3.93 -0.230
N -0.28 0.85 3.56 -0.433
C 0.77 0.93 4.39 0.667
O 0.73 0.51 5.53 -0.627
C 2.06 1.56 3.87 -0.613
S 3.02 0.31 2.94 0.281
C 2.86 0.88 1.29 0.329
N 2.44 2.07 1.03 -0.570
C 2.23 2.43 -0.27 0.265
C 1.76 3.84 -0.44 -0.660
C 2.43 1.56 -1.30 -0.172
C 2.06 1.83 -2.73 -0.467
C 0.81 1.05 -3.08 0.092
C -0.34 1.20 -2.32 -0.259
C -1.48 0.47 -2.61 -0.198
C -1.49 -0.40 -3.68 -0.224
C -0.35 -0.55 -4.45 -0.217
C 0.79 0.17 -4.15 -0.226
C 2.97 0.24 -1.03 0.638
O 3.25 -0.61 -1.85 -0.622
N 3.19 -0.01 0.33 -0.593
C -0.36 1.26 2.17 -0.238
C -0.37 0.02 1.28 -0.230
H 0.21 -2.27 -2.51 0.187
H 1.63 -2.24 -1.46 0.219
H 0.59 -3.68 -1.48 0.170
H -1.65 -3.44 -2.13 0.221
H -4.04 -3.81 -1.87 0.212
H -5.25 -2.79 0.04 0.213
H -4.03 -1.37 1.63 0.211
H -0.61 -1.81 3.19 0.178
H -2.39 -1.77 3.24 0.215
H -2.33 0.64 3.82 0.194
H -1.31 -0.26 4.97 0.249
H 1.94 2.42 3.22 0.272
H 2.67 1.82 4.74 0.259
H 2.45 4.39 -1.08 0.232
H 0.77 3.87 -0.90 0.228
H 1.72 4.33 0.53 0.237
H 2.88 1.49 -3.37 0.238
H 1.90 2.89 -2.90 0.224
H -0.35 1.89 -1.48 0.203
H -2.36 0.58 -1.99 0.219
H -2.38 -0.97 -3.91 0.219
H -0.35 -1.23 -5.29 0.214
H 1.69 0.04 -4.75 0.214
H 3.55 -0.92 0.58 0.430
H -1.30 1.80 2.04 0.199
H 0.46 1.92 1.90 0.237
H 0.56 -0.55 1.44 0.181
H -0.43 0.31 0.23 0.227
```

Summary:
HOMO level (eV): -7.8
Lowest unoccupied orbital energy (eV): 0.34
Gap between HOMO and LUMO (eV): 8.107
Total energy (Eh): -1812.43064
SMILES: COc1ccccc1N1CCN(C(=O)CSc2nc(C)c(Cc3ccccc3)c(=O)[nH]2)CC1
Energy above the lowest of the compared OMol25 structures with the same formula, charge and spin (kcal per mole): 28.85
Total charge: 0
Maximum force (Eh/bohr): 0.012


# 4
The following is a quantum chemistry calculation of a structure of composition FMg3, from the Open Molecules 2025 dataset.

Geometry as XYZ:
```
4
Properties=species:S:1:pos:R:3:nbo_charge:R:1
Mg 1.60 -0.67 1.85 1.995
Mg -1.13 1.20 0.92 1.981
Mg -0.32 -0.73 -2.27 1.992
F -0.15 0.20 -0.50 -0.968
```

Summary:
HOMO level (eV): -39.0
Lowest unoccupied orbital energy (eV): -27.15
Gap between HOMO and LUMO (eV): 11.872
Total energy (Eh): -697.27084
Energy above the lowest of the compared OMol25 structures with the same formula, charge and spin (kcal per mole): 109.59
Total charge: +5
Maximum force (Eh/bohr): 0.074


# 5
The following is a quantum chemistry calculation of a structure of composition C26H16Cl2CoN2O5S, from the Open Molecules 2025 dataset.

Geometry as XYZ:
```
53
Properties=species:S:1:pos:R:3:lowdin_spin:R:1
Co -0.14 -0.17 0.26 0.951
O 5.92 -0.08 -0.04 0.000
C 4.55 -0.03 0.02 0.001
C 3.89 -0.03 1.25 0.001
C 2.51 0.06 1.27 0.003
N 1.80 0.16 0.14 0.023
C 2.42 0.13 -1.04 0.003
C 3.79 0.02 -1.14 0.001
C 1.47 0.16 -2.26 0.002
O 1.98 0.16 -3.39 0.001
O 0.25 0.18 -1.98 0.022
C 1.67 0.00 2.55 0.002
O 2.24 0.06 3.64 0.002
O 0.43 -0.12 2.34 0.025
H 6.26 -0.07 0.86 0.000
H 4.43 -0.06 2.19 0.000
H 4.26 0.01 -2.12 0.000
Cl -2.46 0.38 0.73 0.008
C -2.93 2.00 0.37 0.001
C -4.27 2.29 0.21 0.001
C -4.68 3.59 -0.04 0.000
C -3.73 4.60 -0.13 0.000
C -2.39 4.29 0.03 -0.001
Cl -1.25 5.58 -0.05 -0.001
C -1.91 2.99 0.27 -0.001
S -0.26 2.62 0.42 -0.013
H -4.98 1.49 0.30 0.000
H -5.73 3.81 -0.16 0.000
H -4.02 5.62 -0.33 0.000
N -0.37 -1.89 -0.10 -0.017
C -1.20 -2.79 -0.44 -0.008
C -0.92 -4.22 -0.26 -0.001
C -1.49 -5.17 -1.12 -0.001
C -1.17 -6.51 -0.99 0.000
C -0.29 -6.92 -0.01 -0.001
C 0.27 -5.99 0.86 0.000
C -0.03 -4.65 0.72 -0.001
C -2.52 -2.38 -0.97 -0.001
C -2.63 -1.37 -1.93 -0.001
C -3.86 -0.78 -2.18 0.000
C -4.98 -1.17 -1.46 0.000
C -4.88 -2.20 -0.54 0.000
C -3.67 -2.82 -0.32 0.000
H -2.17 -4.83 -1.89 0.000
H -1.62 -7.23 -1.67 0.000
H -0.04 -7.98 0.09 0.000
H 0.95 -6.32 1.64 0.000
H 0.41 -3.91 1.37 0.000
H -1.73 -1.01 -2.41 0.000
H -3.94 0.01 -2.92 0.000
H -5.92 -0.64 -1.60 0.000
H -5.76 -2.50 0.02 0.000
H -3.59 -3.61 0.41 0.000
```

Summary:
HOMO level (spin up / spin down) (eV): -1.6 / -1.6
Spin multiplicity: 2
Lowest unoccupied orbital energy (spin up / spin down) (eV): 4.45 / 4.45
Gap between HOMO and LUMO (spin up / spin down) (eV): 6.079 / 6.006
Total energy (Eh): -4187.55848
Total charge: -2
Maximum force (Eh/bohr): 0.074


# 6
The following is a quantum chemistry calculation of a cluster of 2 separate species, C6H8N2S2 in total, from the Open Molecules 2025 dataset.

Geometry as XYZ:
```
18
Properties=species:S:1:pos:R:3:nbo_charge:R:1
C 0.26 2.14 -0.18 -0.037
C 0.30 1.75 1.20 -0.041
C 1.98 -0.67 -0.18 -0.353
C -0.16 0.07 -0.02 0.345
C -2.34 -1.11 -0.07 -0.592
C -0.85 -1.21 -0.36 -0.456
N -0.02 1.10 -0.92 -0.478
N 0.04 0.47 1.29 -0.453
S 2.17 -2.20 0.14 0.203
S 2.82 0.69 -0.65 0.225
H 0.45 3.11 -0.60 0.205
H 0.52 2.36 2.06 0.203
H -2.51 -0.88 0.98 0.214
H -2.83 -2.06 -0.30 0.210
H -2.80 -0.33 -0.68 0.208
H -0.68 -1.42 -1.42 0.224
H -0.42 -2.01 0.24 0.228
H 4.06 0.19 -0.51 0.142
```

Summary:
HOMO level (spin up / spin down) (eV): -8.2 / -8.2
Lowest unoccupied orbital energy (spin up / spin down) (eV): -1.21 / -1.21
Gap between HOMO and LUMO (spin up / spin down) (eV): 6.972 / 6.971
Total energy (Eh): -1139.21695
Energy above the lowest of the compared OMol25 structures with the same formula, charge and spin (kcal per mole): 64.28
Total charge: 0
Maximum force (Eh/bohr): 0.048


Q: total energy of number 3 (C25H28N4O3S)?
A: -1812.43064 Eh


Q: The lowest maximum force belongs to which entry?
A: C25H28N4O3S